1.
6 unconnected molecules or ions with the total composition C15H24BrNO17P, computed with ωB97M-V/def2-TZVPD.

Each line ends with the natural charge from an NBO analysis.
Geometry (Å):
O 5.90 2.74 3.84  -0.927
P 6.69 1.31 4.04  1.504
O 6.80 0.49 2.61  -0.930
N 8.37 1.64 4.67  -0.930
Br 9.50 2.75 3.61  0.305
H 5.59 3.02 4.71  0.528
H 6.63 -0.42 2.87  0.530
H 8.25 2.11 5.58  0.458
H 8.81 0.74 4.86  0.461
C 2.48 0.01 0.61  -0.108
C 3.42 1.04 1.19  -0.103
O 3.32 0.79 2.59  -0.510
C 2.91 -0.49 2.76  0.962
O 2.89 -1.06 3.80  -0.577
O 2.53 -1.04 1.58  -0.482
H 2.80 -0.35 -0.37  0.208
H 1.46 0.37 0.54  0.220
H 4.46 0.88 0.87  0.175
H 3.13 2.06 0.95  0.213
C -1.96 -2.64 0.06  -0.101
C -0.59 -2.46 0.67  -0.103
O -0.21 -1.16 0.19  -0.514
C -1.34 -0.48 -0.10  0.980
O -1.37 0.68 -0.36  -0.616
O -2.42 -1.28 -0.05  -0.478
H -2.62 -3.22 0.69  0.230
H -1.93 -3.08 -0.93  0.185
H -0.61 -2.45 1.76  0.194
H 0.12 -3.22 0.35  0.221
C -2.61 3.67 -1.36  -0.102
C -1.25 3.84 -0.74  -0.099
O -0.85 5.13 -1.21  -0.496
C -1.98 5.83 -1.51  0.964
O -2.00 6.98 -1.76  -0.569
O -3.07 5.02 -1.48  -0.497
H -3.29 3.09 -0.74  0.209
H -2.57 3.23 -2.36  0.195
H -1.29 3.85 0.35  0.180
H -0.55 3.07 -1.06  0.212
C -6.21 3.24 -2.80  -0.103
C -7.56 2.59 -2.80  -0.101
O -7.39 1.51 -3.73  -0.485
C -6.07 1.22 -3.78  0.965
O -5.61 0.27 -4.32  -0.568
O -5.34 2.15 -3.12  -0.495
H -5.95 3.67 -1.84  0.205
H -6.11 4.00 -3.58  0.191
H -7.83 2.17 -1.83  0.185
H -8.36 3.26 -3.13  0.207
C 1.27 -6.44 -1.12  -0.100
C 0.12 -7.06 -1.87  -0.103
O -0.96 -6.93 -0.94  -0.475
C -0.67 -5.91 -0.11  0.972
O -1.44 -5.45 0.67  -0.587
O 0.61 -5.49 -0.28  -0.501
H 1.98 -5.94 -1.78  0.206
H 1.80 -7.16 -0.50  0.191
H -0.14 -6.52 -2.78  0.190
H 0.29 -8.11 -2.12  0.213

Computed properties:
Total charge: +1
LUMO energy in hartree: -0.1977
Total energy in hartree: -4834.96353
HOMO-LUMO gap in eV: 6.631

2.
2 unconnected molecules or ions with the total composition C3H12N2S, computed with ωB97M-V/def2-TZVPD.

Each line ends with the natural charge from an NBO analysis.
Geometry (Å):
C 1.91 -0.29 -1.70  -0.621
C 2.81 -0.23 -0.44  -0.507
S 1.91 0.42 1.05  -0.059
H 1.45 0.72 -1.89  0.220
H 1.18 -1.03 -1.74  0.201
H 2.56 -0.49 -2.55  0.208
H 3.14 -1.27 -0.19  0.213
H 3.78 0.36 -0.68  0.238
H 0.95 -0.44 1.29  0.107
N -1.58 -0.06 0.01  -0.867
C -2.94 -0.44 -0.34  -0.064
N -3.88 0.41 0.41  -0.865
H -0.86 -0.70 -0.42  0.356
H -1.47 -0.13 1.06  0.356
H -3.32 -0.25 -1.38  0.186
H -2.91 -1.54 -0.14  0.160
H -4.17 0.06 1.33  0.365
H -3.36 1.31 0.40  0.372

Computed properties:
SMILES string: CCS.NCN
Relative energy (zero: lowest compared OMol25 entry of this formula, charge and spin) in kcal per mole: 25.3
LUMO energy in hartree: 0.0278
Total energy in hartree: -629.13923
HOMO-LUMO gap in eV: 9.742

3.
A molecular structure, C25H22N5S4Ti, computed with ωB97M-V/def2-TZVPD.

Each line ends with the natural charge from an NBO analysis.
Geometry (Å):
Ti -0.48 -0.44 -0.02  1.628
C 1.19 2.27 -0.40  -0.265
N 0.05 1.74 0.39  -0.477
C -1.20 2.47 0.08  -0.265
C -1.64 2.12 -1.31  0.221
C -2.22 3.04 -2.17  -0.234
C -2.55 2.64 -3.45  -0.112
C -2.27 1.34 -3.84  -0.241
C -1.70 0.48 -2.92  0.090
N -1.40 0.86 -1.67  -0.532
C 0.32 1.79 1.84  -0.250
C -0.69 0.94 2.54  0.153
C -1.02 1.12 3.83  -0.267
C -1.82 0.12 4.50  -0.206
C -2.39 -0.85 3.78  -0.192
C -2.32 -0.82 2.29  -0.171
N -1.17 -0.10 1.76  -0.768
C 1.71 1.28 -1.41  0.240
C 2.68 1.65 -2.33  -0.234
C 3.13 0.72 -3.24  -0.109
C 2.60 -0.56 -3.21  -0.239
C 1.65 -0.86 -2.26  0.086
N 1.20 0.05 -1.37  -0.524
H 2.01 2.52 0.28  0.244
H 0.91 3.20 -0.90  0.234
H -1.06 3.55 0.19  0.218
H -1.96 2.16 0.80  0.265
H -2.40 4.05 -1.83  0.239
H -3.01 3.33 -4.14  0.241
H -2.50 0.98 -4.83  0.246
H -1.49 -0.55 -3.17  0.228
H 0.31 2.82 2.22  0.225
H 1.33 1.39 1.99  0.226
H -0.62 1.97 4.38  0.229
H -1.91 0.14 5.58  0.234
H -2.97 -1.64 4.23  0.235
H -2.36 -1.82 1.87  0.251
H 3.07 2.66 -2.32  0.238
H 3.89 0.98 -3.96  0.242
H 2.92 -1.33 -3.90  0.248
H 1.21 -1.85 -2.19  0.234
S -1.81 -2.17 -0.86  -0.324
S -3.68 -1.36 -1.29  0.021
S -4.67 -1.50 0.50  0.046
S -3.91 -0.01 1.67  0.088
N 4.79 -5.25 2.19  -0.269
C 3.94 -4.56 1.85  0.260
C 2.87 -3.70 1.42  -0.161
C 2.07 -4.06 0.34  -0.173
C 1.05 -3.22 -0.07  -0.162
C 0.80 -2.00 0.57  -0.448
C 1.59 -1.68 1.68  -0.229
C 2.62 -2.51 2.10  -0.143
H 2.24 -5.00 -0.16  0.236
H 0.44 -3.54 -0.91  0.208
H 1.39 -0.79 2.27  0.210
H 3.22 -2.24 2.96  0.234

Computed properties:
Total charge: +1
Relative energy (zero: lowest compared OMol25 entry of this formula, charge and spin) in kcal per mole: 11.7
LUMO energy in hartree: -0.1435
Total energy in hartree: -3681.74597
HOMO-LUMO gap in eV: 6.602

4.
11 unconnected molecules or ions with the total composition H22O11, computed with ωB97M-V/def2-TZVPD.

Each line ends with the natural charge from an NBO analysis.
Geometry (Å):
H 0.86 -0.26 1.08  0.473
H -0.24 0.24 0.16  0.474
H -2.80 -1.62 -1.66  0.447
H -2.93 -1.23 -3.12  0.474
H 1.47 4.07 2.01  0.470
H 2.19 5.39 2.25  0.468
H 2.52 -2.83 -0.21  0.460
H 2.31 -4.15 -0.94  0.472
H -4.00 1.04 1.23  0.480
H -5.19 1.48 0.39  0.471
H -0.09 2.01 -1.53  0.472
H -1.34 2.66 -0.97  0.465
H 2.80 -0.64 2.71  0.467
H 2.40 -0.22 4.12  0.476
H 3.43 2.42 -2.79  0.469
H 2.23 1.94 -1.99  0.471
H -3.34 -1.22 0.26  0.457
H -4.50 -1.30 1.24  0.478
H 0.19 -3.39 1.17  0.468
H 1.64 -3.76 1.40  0.452
H 1.20 -1.26 -1.90  0.467
H 2.30 -0.22 -1.84  0.476
O 0.71 0.28 0.30  -0.949
O -3.30 -1.05 -2.26  -0.921
O 2.01 4.74 1.56  -0.938
O 2.44 -3.20 -1.10  -0.931
O -4.83 1.52 1.28  -0.957
O -1.03 2.09 -1.69  -0.936
O 2.03 -0.49 3.27  -0.943
O 2.82 1.67 -2.70  -0.938
O -4.15 -0.76 0.52  -0.929
O 0.81 -3.63 1.86  -0.920
O 1.38 -0.34 -2.10  -0.946

Computed properties:
SMILES string: O.O.O.O.O.O.O.O.O.O.O
Relative energy (zero: lowest compared OMol25 entry of this formula, charge and spin) in kcal per mole: 73.2
LUMO energy in hartree: -0.0147
Total energy in hartree: -840.76350
HOMO-LUMO gap in eV: 9.780

5.
2 unconnected molecules or ions with the total composition C2HIN2S, computed with ωB97M-V/def2-TZVPD.

Each line ends with the natural charge from an NBO analysis.
Geometry (Å):
C -1.69 -0.33 0.08  0.072
C 0.95 -0.16 -0.18  0.013
N -1.85 -1.15 0.85  -0.310
N 1.25 0.97 -0.01  -0.469
S 1.34 2.47 -0.01  0.099
I 1.25 -2.13 -0.12  0.362
H -1.26 0.33 -0.60  0.232

Computed properties:
SMILES string: [S-][N+]#CI.C#N
Relative energy (zero: lowest compared OMol25 entry of this formula, charge and spin) in kcal per mole: 4.5
LUMO energy in hartree: -0.0327
Total energy in hartree: -882.08550
HOMO-LUMO gap in eV: 7.797

6.
C3H5NO3 in the gas phase, computed with ωB97M-V/def2-TZVPD.

Each line ends with the natural charge from an NBO analysis.
Geometry (Å):
C -0.85 -0.27 0.15  0.757
C 1.14 0.58 0.13  -0.262
C 1.16 -0.96 -0.11  -0.094
N -0.29 0.88 0.21  -0.571
O -0.18 -1.40 -0.05  -0.457
O -2.97 0.71 -0.21  -0.390
O -2.20 -0.43 0.16  -0.247
H 1.66 0.77 0.99  0.191
H 1.53 1.36 -0.56  0.207
H 1.63 -1.06 -1.06  0.193
H 1.63 -1.54 0.67  0.194
H -2.26 1.37 -0.33  0.478

Computed properties:
SMILES string: OOC1=NCCO1
Relative energy (zero: lowest compared OMol25 entry of this formula, charge and spin) in kcal per mole: 114.6
LUMO energy in hartree: 0.0304
Total energy in hartree: -397.65410
HOMO-LUMO gap in eV: 10.498